Computed, not measured: the molecule C25H36N2O2S, with ωB97M-V/def2-TZVPD.

Last column: natural (NBO) charge in e.
Atoms and positions in Å:
C 3.931 1.218 -7.010  -0.251
H 4.042 0.633 -7.922  0.200
O 2.829 0.666 -6.334  -0.495
C 2.456 1.214 -5.141  0.294
C 3.082 2.292 -4.529  -0.317
C 2.593 2.761 -3.320  -0.181
C 1.504 2.168 -2.714  -0.246
C 0.877 1.077 -3.310  -0.002
C 1.356 0.620 -4.525  -0.214
H 0.885 -0.208 -5.032  0.212
C -0.302 0.414 -2.656  -0.413
H -0.852 1.155 -2.071  0.213
H -0.971 0.034 -3.432  0.214
C 0.071 -0.763 -1.721  -0.053
C 0.783 -1.864 -2.517  -0.403
C 0.904 -3.160 -1.719  -0.415
C -0.455 -3.584 -1.173  -0.213
N -1.006 -2.520 -0.352  -0.463
C -1.240 -1.334 -1.159  -0.230
H -1.725 -0.582 -0.529  0.217
H -1.926 -1.563 -1.997  0.168
C -2.203 -2.924 0.373  -0.249
C -2.552 -1.905 1.405  -0.201
C -3.654 -1.113 1.485  -0.255
C -3.603 -0.205 2.568  -0.264
C -2.463 -0.315 3.298  -0.183
S -1.423 -1.549 2.674  0.449
C -2.008 0.459 4.491  -0.256
N -0.574 0.653 4.409  -0.448
C -0.161 1.582 3.374  -0.225
C -0.363 3.055 3.752  -0.420
C 0.348 3.357 5.069  -0.399
C -0.131 2.387 6.147  -0.420
C 0.083 0.947 5.665  -0.208
H -0.267 0.235 6.417  0.197
H 1.154 0.777 5.512  0.193
H -1.192 2.553 6.348  0.192
H 0.418 2.548 7.076  0.210
H 0.160 4.389 5.374  0.206
H 1.426 3.237 4.931  0.194
H -1.430 3.266 3.857  0.191
H 0.025 3.691 2.955  0.211
H -0.715 1.349 2.461  0.209
H 0.900 1.399 3.180  0.200
H -2.215 -0.120 5.398  0.213
H -2.592 1.394 4.553  0.181
H -4.383 0.504 2.785  0.219
H -4.476 -1.166 0.793  0.219
H -1.985 -3.881 0.858  0.214
H -3.067 -3.068 -0.302  0.182
H -0.341 -4.476 -0.551  0.202
H -1.136 -3.832 -2.009  0.159
H 1.593 -3.013 -0.889  0.233
H 1.297 -3.950 -2.361  0.206
H 1.774 -1.519 -2.815  0.222
H 0.206 -2.061 -3.424  0.194
C 0.938 -0.215 -0.568  -0.063
O 1.302 -1.142 0.413  -0.745
H 0.505 -1.648 0.646  0.493
H 0.389 0.622 -0.102  0.147
H 1.874 0.179 -0.975  0.188
H 1.133 2.554 -1.777  0.210
H 3.075 3.606 -2.851  0.212
H 3.935 2.776 -4.978  0.218
H 3.758 2.267 -7.274  0.175
H 4.848 1.140 -6.418  0.176

HOMO level (eV): -8.24
Spin multiplicity: 1
HOMO-LUMO gap (eV): 9.011
E_LUMO (eV): 0.77
SMILES string: COc1cccc(C[C@]2(CO)CCCN(Cc3ccc(CN4CCCCC4)s3)C2)c1
Energy above the lowest of the compared OMol25 structures with the same formula, charge and spin (eV): 0.1306